1.
2 unconnected molecules or ions with the total composition C7H14N2O3 in a non-equilibrium geometry, computed with ωB97M-V with the def2-TZVPD basis set.

Last column: Löwdin charge in e.
Positions of all 26 atoms, in Å:
C: 2.227 1.249 -0.231  -0.3996
C: -0.375 1.850 -1.584  0.0011
C: -1.074 2.031 0.993  -0.0453
C: -1.651 -1.518 -0.157  -0.0422
C: 0.676 -2.355 -0.795  -0.0047
C: -0.081 1.794 -0.048  -0.3602
C: -0.245 -1.652 0.182  -0.3383
N: 1.033 1.415 0.391  0.1253
N: 0.078 -1.382 1.415  -0.3251
O: 3.004 2.010 -0.737  0.0620
O: -0.695 -0.868 2.222  -0.0481
O: 1.371 -1.658 1.771  0.0175
H: 2.468 0.175 0.094  0.1250
H: -0.551 2.906 -1.934  0.1019
H: -1.174 1.211 -2.037  0.0843
H: 0.499 1.483 -2.043  0.0395
H: -2.065 2.112 0.473  0.0944
H: -1.212 1.137 1.586  0.0446
H: -0.727 2.860 1.722  0.1297
H: -1.844 -1.226 -1.194  0.0788
H: -2.129 -2.587 0.043  0.1435
H: -2.185 -0.829 0.519  0.0763
H: 0.210 -3.099 -1.346  0.0472
H: 1.561 -2.606 -0.156  0.0875
H: 1.006 -1.454 -1.516  0.1264
H: 1.875 -0.998 2.370  0.1784

Values from the calculation:
- max |F| (eV Å⁻¹) = 5.59
- spin multiplicity = 1
- total energy (Eh) = -610.16875
- relative energy (zero: lowest compared OMol25 entry of this formula, charge and spin) (kcal/mol) = 148.6
- SMILES string = CC(C)=[N+]([O-])O.CC(C)=NC=O

***

2.
A molecular structure, C20H26Cl2GeN4PdSSe in a non-equilibrium geometry, computed with ωB97M-V with the def2-TZVPD basis set.

Last column: Löwdin charge in e.
Positions of all 56 atoms, in Å:
Pd: 0.568 -0.060 -0.364  0.2734
C: 4.976 -1.278 -1.275  -0.0418
N: 4.489 -1.200 0.091  -0.1109
C: 5.185 -0.645 1.145  -0.0541
C: 4.341 -0.578 2.184  -0.0372
N: 3.124 -1.109 1.770  0.0134
C: 3.217 -1.467 0.452  -0.7138
S: 2.063 -2.053 -0.643  0.6357
C: 1.928 -0.982 2.528  -0.2898
C: 1.844 0.003 3.512  0.0006
C: 0.664 0.109 4.219  -0.0576
C: -0.384 -0.753 3.927  -0.0639
C: -0.187 -1.688 2.927  -0.1370
N: 0.946 -1.808 2.242  0.1106
H: 6.051 -1.114 -1.259  0.0920
H: 4.489 -0.512 -1.876  0.0886
H: 4.754 -2.256 -1.692  0.0740
H: 6.216 -0.356 1.061  0.1254
H: 4.516 -0.251 3.190  0.1198
H: 2.648 0.702 3.687  0.1090
H: 0.558 0.873 4.978  0.1116
H: -1.326 -0.697 4.454  0.1029
H: -0.973 -2.384 2.656  0.1076
C: -6.169 -0.694 -0.407  -0.2224
Ge: -4.665 -0.781 -1.649  0.7246
C: -4.821 -2.343 -2.809  -0.2229
C: -4.563 0.848 -2.713  -0.2197
C: -3.002 -0.939 -0.613  -0.5852
Se: -1.415 -0.961 -1.760  0.8424
C: -1.162 -2.888 -1.803  -0.4011
H: -7.105 -0.572 -0.952  0.0189
H: -6.055 0.152 0.271  0.0189
H: -6.236 -1.606 0.188  0.0181
H: -5.716 -2.268 -3.427  0.0206
H: -4.886 -3.260 -2.223  0.0217
H: -3.957 -2.411 -3.471  0.0130
H: -5.438 0.938 -3.357  0.0209
H: -3.672 0.836 -3.341  0.0100
H: -4.519 1.726 -2.068  0.0233
H: -2.974 -1.852 -0.018  0.0216
H: -2.886 -0.096 0.069  -0.0014
H: -2.083 -3.369 -2.125  0.0128
H: -0.854 -3.235 -0.821  0.0161
H: -0.371 -3.089 -2.522  0.0212
Cl: -0.590 2.079 0.442  0.6744
C: 0.806 3.092 0.039  -0.5790
C: 0.640 4.453 -0.080  -0.1457
C: 1.738 5.260 -0.349  -0.1299
C: 2.991 4.652 -0.459  -0.1435
C: 3.136 3.296 -0.311  -0.6154
Cl: 4.727 2.585 -0.445  0.6356
C: 2.038 2.407 -0.088  -0.5215
N: 2.204 1.095 -0.027  -0.0676
H: -0.349 4.876 0.035  0.0975
H: 1.628 6.328 -0.465  0.0882
H: 3.874 5.246 -0.658  0.0970

Values from the calculation:
- max |F| (eV Å⁻¹) = 1.60
- spin multiplicity = 1
- total energy (Eh) = -6921.47863
- relative energy (zero: lowest compared OMol25 entry of this formula, charge and spin) (kcal/mol) = 16.2

***

3.
2 unconnected molecules or ions with the total composition C2H10N2 in a non-equilibrium geometry, computed with ωB97M-V with the def2-TZVPD basis set.

Last column: Löwdin charge in e.
Positions of all 14 atoms, in Å:
N: 0.082 0.253 -3.713  -0.0933
C: 0.965 -0.655 -2.932  -0.1999
H: -0.073 1.127 -3.197  0.0521
H: -0.847 -0.146 -3.883  0.0530
H: 0.991 -1.630 -3.448  0.0672
H: 0.633 -0.817 -1.893  0.0554
H: 1.987 -0.239 -2.914  0.0657
N: 0.153 -0.269 3.135  -0.1026
C: -0.964 0.558 3.392  -0.2428
H: -0.097 -0.931 2.392  0.0638
H: 0.912 0.308 2.758  0.0674
H: -1.088 1.148 2.469  0.0654
H: -0.739 1.248 4.223  0.0728
H: -1.914 0.043 3.611  0.0760

Values from the calculation:
- max |F| (eV Å⁻¹) = 2.30
- spin multiplicity = 1
- total energy (Eh) = -191.66878
- relative energy (zero: lowest compared OMol25 entry of this formula, charge and spin) (kcal/mol) = 18.0
- SMILES string = CN.CN